Computed, not measured: a 2-piece molecular cluster, C16H17N overall in a non-equilibrium geometry, with the ωB97M-V functional and the def2-TZVPD basis.

Calculated values
Energy: -18357.5383 eV
Relative energy (zero: lowest compared OMol25 entry of this formula, charge and spin): 77.5 kJ/mol
SMILES: Cc1c[nH]c2ccccc12.Cc1ccccc1
E_LUMO: 0.9 eV

```
34
Properties=species:S:1:pos:R:3:forces:R:3
N -0.4721 -1.4891 0.2437 -0.08 -0.48 -0.07
C -3.1263 0.8502 -0.3548 1.01 1.06 0.76
C -1.6409 2.5553 0.5123 -0.47 -0.73 -0.39
C 1.1144 0.0577 1.4370 -0.68 -0.25 -0.86
C 1.4176 -4.0194 -1.5970 1.10 0.28 1.02
C 0.7701 -1.0475 0.6052 0.53 1.29 0.21
C 3.1111 -1.4287 0.1280 -0.64 -0.63 -0.31
C -1.1932 1.5357 -1.6823 -0.23 -0.19 1.25
C -2.7467 1.7126 0.6854 -0.47 0.01 -1.07
C -0.8848 2.4266 -0.6542 -0.13 0.84 -0.41
C 3.3943 -0.3040 0.8339 0.34 1.04 0.65
C 2.4161 0.4721 1.5128 -0.28 -1.35 0.09
C -1.3034 3.6433 1.4531 -0.38 1.08 1.25
C -0.2964 -2.5626 -0.6095 0.86 0.84 -0.09
C 1.0511 -2.7849 -0.8100 -1.97 -1.38 -0.54
C -2.2875 0.7193 -1.4651 -0.91 -0.87 -0.15
C 1.7486 -1.8122 -0.0730 0.82 0.70 1.12
H 1.4081 -4.9018 -0.9465 -0.19 0.09 -0.01
H 0.3392 0.6461 1.9043 -0.20 -0.12 0.23
H -1.0760 -3.0443 -1.1682 -0.45 -0.03 0.31
H -2.5305 -0.1063 -2.1195 -0.01 0.26 -0.58
H 3.9502 -2.0259 -0.2089 -0.19 -0.01 -0.42
H -2.0564 4.4355 1.5790 -0.26 -0.17 -0.87
H 4.4156 0.0371 0.8803 0.29 -0.15 0.20
H -3.4491 1.7907 1.5071 0.30 0.27 0.25
H -1.3397 -1.0108 0.4512 0.26 -0.16 -0.09
H 2.6488 1.2065 2.2703 0.36 0.39 -0.43
H 0.7092 -4.1916 -2.4002 0.26 0.04 -0.31
H -0.6138 1.4500 -2.5880 0.16 0.05 0.04
H -4.1119 0.4208 -0.2772 0.12 -0.69 -0.16
H -0.4076 4.1675 1.1231 0.20 -0.19 0.43
H 2.4642 -3.9503 -1.8938 -0.14 -0.04 -0.71
H -0.1299 3.1951 -0.7925 0.26 -0.33 -0.10
H -1.2923 3.3572 2.5141 0.79 -0.48 -0.27
```
Forces are in eV/Å.

Atomic partial charges in e from the Mulliken method, atoms 1 to 2:
1 N -0.0195
2 C -0.8151


Computed, not measured: a single C20H23N3O8S molecule in a non-equilibrium geometry, with the ωB97M-V functional and the def2-TZVPD basis.

Calculated values
Energy: -52795.6745 eV
Relative energy (zero: lowest compared OMol25 entry of this formula, charge and spin): 0.0 kJ/mol
SMILES: Cc1ccc(NC(=O)COC(=O)c2ccc([N+](=O)[O-])o2)cc1S(=O)(=O)N1CCCCCC1
E_LUMO: -0.6 eV

```
55
Properties=species:S:1:pos:R:3:forces:R:3
S -1.3562 -0.2177 0.7002 0.34 0.03 0.40
O 2.3139 3.0588 -0.2848 -0.18 -0.06 -0.26
O 0.4597 0.7032 -2.1583 0.11 -0.62 -0.29
O -2.5836 -0.4947 -3.2286 -0.41 0.09 0.03
O 5.6495 -0.6693 -0.9675 0.31 -0.02 -0.16
O -2.0672 1.0137 0.5022 -0.27 -0.03 0.40
O 2.9254 1.2668 -1.5076 0.05 -0.28 -0.37
O -1.2350 -1.0753 -0.4504 0.14 -0.33 0.42
O -0.6247 -1.3847 -3.3264 0.32 -0.34 -0.05
N -2.0099 -0.9865 2.0167 0.44 0.50 -0.90
N -1.3863 -0.4931 -3.0439 0.13 -0.03 -0.28
N 3.7526 -0.7429 0.2353 -0.22 -0.68 0.21
C -1.4547 1.8656 -2.1068 0.23 -0.96 -0.60
C -0.8396 0.6898 -2.4673 -0.30 1.59 0.37
C 1.8523 1.3979 2.5708 -0.17 -0.06 -0.08
C 4.6450 -0.1264 -0.5767 -0.21 0.47 -0.22
C 0.3121 0.1484 1.2577 -0.37 -0.25 -0.20
C -4.4790 -2.7128 0.9797 0.15 0.17 -0.21
C -0.4457 2.6443 -1.5191 0.97 -0.37 -0.02
C -0.6029 1.7154 2.9947 -0.05 0.23 0.13
C 4.2563 1.2925 -1.0075 0.47 0.17 0.12
C -2.3468 -3.4872 2.1290 0.09 0.23 -0.24
C -3.4211 -0.7505 2.2534 -0.50 0.51 -0.26
C 0.5322 1.0825 2.2644 0.09 0.11 0.17
C -3.1524 -3.4563 0.8287 -0.17 -0.14 0.17
C -1.4233 -2.2789 2.3039 0.36 -0.52 0.36
C 0.7044 1.8864 -1.5704 -0.77 0.90 0.19
C 1.3544 -0.4681 0.5925 0.18 -0.12 -0.06
C -4.3211 -1.1999 1.1001 -0.08 -0.22 0.25
C 2.6669 -0.1395 0.9102 -0.24 0.25 0.33
C 2.0516 2.1614 -1.0456 -0.01 0.21 0.23
C 2.9069 0.8035 1.9047 -0.10 -0.23 -0.13
H -0.5361 3.6256 -1.1023 0.03 0.20 0.13
H -3.5265 0.3300 2.3778 -0.16 -0.11 0.17
H -5.0989 -2.9190 0.1051 -0.08 -0.03 0.04
H -1.1159 0.9689 3.5998 -0.08 0.00 0.08
H -3.8980 -0.8019 0.1760 -0.17 0.04 -0.06
H -2.5598 -2.9913 0.0396 0.00 -0.11 -0.10
H -5.3063 -0.7494 1.2390 0.00 0.08 -0.05
H -0.5719 -2.3763 1.6265 0.05 -0.24 0.18
H 2.0560 2.1274 3.3395 -0.02 0.09 0.08
H 3.8964 -1.7361 0.3656 0.11 0.14 -0.03
H -1.7127 -4.3758 2.1521 0.01 0.01 0.11
H -1.3240 2.1098 2.2832 -0.04 0.12 0.14
H -3.0309 -3.5548 2.9779 0.02 -0.07 0.06
H -3.6964 -1.2418 3.1891 0.09 0.05 0.03
H -2.4888 2.1076 -2.2341 -0.20 -0.04 -0.02
H -0.2486 2.5150 3.6395 0.01 0.03 0.06
H -5.0082 -3.0959 1.8574 -0.06 -0.05 0.00
H 4.3259 2.0067 -0.1797 0.04 -0.13 -0.14
H 4.9299 1.5978 -1.8132 -0.12 -0.10 0.18
H 1.1331 -1.1734 -0.1942 0.06 -0.06 -0.14
H -3.3673 -4.4830 0.5254 0.04 0.01 -0.04
H 3.9244 1.0645 2.1551 0.11 0.00 0.02
H -1.0374 -2.2627 3.3328 0.05 -0.04 -0.16
```
Forces are in eV/Å.

Atomic partial charges in e from the Mulliken method, atoms 1 to 2:
1 S 1.5567
2 O -0.6241


Computed, not measured: a 12-piece molecular cluster, C44H96B6F24N6O6 overall in a non-equilibrium geometry, with the ωB97M-V functional and the def2-TZVPD basis.

Calculated values
Energy: -137706.1662 eV
E_LUMO: -4.2 eV

```
182
Properties=species:S:1:pos:R:3:forces:R:3
F 3.6524 2.0666 2.6578 -1.43 -0.77 0.96
F -0.1499 -3.5539 2.8244 -2.52 0.42 -1.00
F 3.7450 3.7174 1.0661 -1.54 0.61 -1.14
F 0.2295 -4.5548 -2.6254 -1.34 -0.35 1.92
F -3.2003 5.5061 -4.7342 -1.25 1.97 0.06
F -3.0018 1.0568 1.0495 -0.06 -0.68 -1.13
F 1.1253 -4.7996 -4.5645 0.18 -1.03 -2.61
F 0.9814 -2.7112 -3.6945 -0.75 1.65 -0.51
F 0.9699 -4.0369 4.7093 -1.01 0.20 2.71
F -1.9344 3.9420 -3.9651 1.09 -1.31 1.67
F -4.5680 1.9995 2.4071 -1.53 0.35 -0.11
F 1.6429 -4.9243 2.8907 0.65 -1.55 -1.67
F -1.4512 4.7592 -5.9681 1.27 0.42 -1.65
F 1.8729 -2.7195 3.2073 1.45 2.24 -0.76
F -2.7112 1.1340 3.2584 0.77 -1.21 1.69
F 1.5159 2.1010 -4.8245 -1.48 1.07 -0.51
F 2.6744 1.2985 -6.6355 -0.06 0.44 -1.62
F 2.4416 -4.1097 -2.9207 2.50 -0.52 1.35
F 2.7126 0.3108 -4.6686 0.64 -2.75 1.18
F -3.3135 3.4717 -5.6882 -0.28 -0.60 -0.62
F 3.7079 2.2754 -4.8553 2.42 1.57 0.22
F 5.0542 3.9004 2.8731 -0.43 0.25 0.88
F -2.5451 3.0041 2.0694 0.29 1.31 -0.27
F 5.4440 2.3318 1.3971 1.67 -1.62 -1.49
O -5.5654 6.5179 0.8667 0.22 0.66 -0.42
O -0.5568 -0.9698 6.5106 7.07 5.11 2.07
O -1.2740 -0.7808 -6.9151 0.26 1.71 -1.38
O -2.7678 -4.3051 1.6071 -3.37 0.88 8.76
O 4.1811 -1.4365 -2.5769 6.62 3.25 -5.56
O -0.6831 2.4037 -0.8540 -1.88 -9.71 -1.33
N -4.4583 7.0518 -1.8281 -1.10 -0.52 -0.31
N -3.2554 -4.2044 2.8958 2.51 -0.35 -6.69
N 0.5870 -0.2502 6.8222 -5.52 -5.40 -4.01
N 5.2003 -0.8956 -3.3342 -5.09 -2.76 5.68
N -0.8790 0.9619 -1.0177 3.35 7.56 0.75
N 0.1068 2.6876 -7.1022 -0.03 -0.76 -2.18
C 7.4238 0.3020 -4.7333 0.14 -0.15 0.34
C -4.2291 -1.9072 2.2430 0.25 -1.26 0.40
C -6.6372 7.3182 1.4824 1.02 -1.27 -0.59
C -0.2013 0.1675 -7.1914 -0.70 -0.29 0.35
C -1.0508 0.4943 -3.5195 1.49 0.31 0.30
C -2.2097 -5.1862 5.0888 -0.15 1.00 -0.35
C -0.4975 -1.3244 0.0390 -0.63 0.99 -0.49
C -3.3681 5.1620 -0.6513 -1.80 0.47 -0.62
C 2.3655 0.2892 8.4337 0.56 -0.33 0.47
C 5.8619 0.3345 -2.6650 -0.24 -0.39 1.70
C -1.1223 -1.9754 -1.2080 0.10 0.63 -0.07
C -4.5051 -5.8395 4.3023 -1.89 1.66 1.28
C -3.3938 -2.2542 4.6456 -0.16 -0.65 -0.94
C -5.8785 5.7403 -0.3139 -0.69 0.54 0.82
C 0.4914 -1.1303 9.1053 -1.34 0.29 0.30
C -0.8298 -2.1106 -6.7992 0.80 -0.02 0.30
C -4.0812 -2.9776 3.3567 0.27 0.61 0.64
C -2.6002 -6.6391 3.0408 1.36 0.75 0.42
C -1.7405 0.4011 -2.0961 -2.41 1.25 -0.82
C 6.8383 -0.3007 -1.5246 -0.10 -0.74 -0.29
C -0.8596 1.5336 -7.1102 -1.67 0.32 2.09
C 0.0475 1.6348 5.1968 -0.78 -0.43 0.09
C -5.3441 -4.6567 4.8982 0.20 0.07 -1.83
C 5.7478 -1.6749 -4.5325 0.37 0.54 -0.97
C 1.4146 -0.8384 7.9189 0.16 1.73 2.13
C 0.1765 0.1078 -0.2285 -0.28 -1.38 0.64
C 2.2324 1.6444 6.3463 -0.37 -1.19 0.17
C -4.6945 5.6440 -1.3319 0.31 -0.36 2.70
C 4.7919 1.2273 -1.9174 -0.27 -0.20 -0.27
C -5.4790 -3.6097 3.7421 1.47 0.18 1.96
C 4.5281 -2.2595 -5.2768 0.19 0.27 -0.28
C 6.6352 1.1308 -3.7017 -0.43 0.13 -0.73
C 6.5731 -0.7160 -5.4772 -1.63 0.13 0.45
C -2.1900 -1.0434 -1.8535 0.88 -1.46 0.85
C 1.7467 -0.1068 4.5354 0.63 -0.68 0.27
C 2.0844 -2.0880 7.3983 0.54 -1.43 -0.74
C 1.4277 -0.0812 -1.1255 0.93 0.96 -0.66
C -3.1414 -5.4264 3.8102 0.91 -0.67 -0.16
C 6.7174 -2.7846 -3.9919 -0.87 0.63 1.33
C 0.5799 0.8319 1.0913 -0.15 -0.45 -0.59
C 3.1353 0.9597 7.3477 1.74 0.08 -1.39
C -3.0690 1.2768 -2.1802 1.02 0.85 0.67
C 1.1777 0.6871 5.7354 -1.42 2.62 -0.46
C -2.1318 1.7325 -7.9805 1.05 0.43 0.03
B 4.4188 2.9904 1.9911 1.56 1.29 0.82
B -2.4640 4.4058 -5.1251 -0.95 -0.31 0.82
B 1.2019 -4.0672 -3.4371 -0.53 0.51 -0.28
B -3.2317 1.8221 2.1971 0.57 -0.04 -0.26
B 1.0726 -3.7854 3.3511 0.97 -1.25 1.00
B 2.7098 1.5069 -5.2751 -1.33 -0.29 0.57
H -4.9379 -4.1964 5.7989 0.03 -0.15 -0.10
H -2.6126 5.1342 -1.4365 0.30 -0.38 0.40
H -0.5841 1.4521 -3.7493 -0.33 0.36 0.52
H 1.3143 1.6173 0.9121 -0.47 0.38 -0.06
H -1.5355 -6.0152 5.3041 -0.34 -0.29 -0.47
H 2.2076 0.4771 3.7387 -0.62 1.34 0.27
H -2.7008 -7.5015 3.6998 -0.09 0.06 -0.01
H -4.9743 5.0173 -2.1787 0.03 0.21 -0.05
H 7.7316 -0.8372 -1.8443 0.08 0.37 -0.98
H -0.1203 -2.1057 -5.9717 0.09 -0.74 0.16
H 3.9801 -1.5188 -5.8593 0.05 0.57 0.55
H 7.1942 1.8996 -3.1684 0.58 -0.44 0.13
H 3.8134 -2.7265 -4.5992 0.20 -0.44 -0.16
H -5.3610 7.4650 -2.0139 -0.43 0.24 -0.36
H 3.8062 0.2450 6.8711 -0.16 -0.32 -0.28
H 3.0089 -0.1988 9.1658 0.35 -0.30 -0.27
H -0.0243 -0.1973 9.3324 -0.42 0.04 -0.24
H 5.3003 2.0592 -1.4301 0.26 -0.13 -0.04
H -1.5362 -4.3313 5.0279 0.03 0.01 -0.55
H -2.9733 1.2344 -7.4991 0.23 -0.09 -0.20
H 7.8480 1.0021 -5.4530 0.21 -0.12 0.03
H -0.3092 1.1303 1.6468 0.01 0.42 -0.18
H 2.6938 2.0103 5.4290 0.54 0.28 0.36
H -1.1862 1.5790 -6.0713 -0.43 0.11 0.01
H -1.7118 0.2798 -4.3592 -0.60 -0.19 0.59
H -3.6765 0.9508 -3.0244 0.13 -0.10 0.18
H -4.8211 -2.3699 1.4534 0.38 0.16 -0.43
H -2.5232 -1.4445 -2.8106 0.35 0.10 -0.22
H -3.9573 7.0078 -2.7040 0.75 0.15 -0.44
H -0.3303 -2.4607 -7.7025 0.10 0.04 -0.18
H -0.2100 -0.1930 -3.6132 -0.13 -0.41 0.26
H -1.6088 -2.8789 -0.8407 -0.09 -0.09 -0.24
H 2.9486 -2.0712 6.7343 -0.32 1.04 -0.47
H 0.5608 0.0092 -6.4283 0.18 0.29 0.04
H -3.6149 4.2124 -0.1764 0.55 -0.24 -0.25
H -6.2488 7.7750 2.3927 0.44 0.10 -0.36
H -4.0086 -1.3796 4.8579 -0.03 0.00 -0.26
H 8.2247 -0.2816 -4.2794 0.32 0.35 0.23
H -6.9451 8.0707 0.7565 -0.43 0.00 0.20
H 2.6824 -0.5859 4.8234 -0.51 -1.06 0.30
H -5.1467 -6.2077 3.5017 0.37 -0.55 -0.09
H -1.2951 -1.1745 0.7668 -0.14 0.30 0.12
H -4.2505 -6.5873 5.0533 -0.50 -0.24 -0.19
H 5.8360 -0.2465 -6.1287 -0.06 0.41 0.10
H 7.2278 0.4107 -0.7964 -0.58 0.62 -0.35
H -4.0474 7.6557 -1.1305 0.69 -0.09 0.32
H -2.8117 -4.9967 5.9775 -0.23 -0.18 -0.11
H 1.9225 1.0440 9.0834 -0.96 -0.03 -0.32
H 0.8727 2.4932 -6.4731 0.51 -0.07 0.95
H 6.3850 -1.0978 -0.9353 -0.84 0.32 -0.04
H -3.2893 -2.8074 5.5789 -0.33 -0.39 -0.35
H -3.0807 -1.1700 -1.2381 -0.06 0.90 0.32
H 7.1402 -1.3443 -6.1640 0.25 -0.12 0.32
H -0.2612 -1.9005 8.9363 0.15 0.01 -0.28
H 1.1178 0.1546 1.7545 -0.09 -0.57 -0.39
H 0.9933 -0.7111 4.0301 0.27 -0.47 0.54
H -6.7493 6.1632 -0.8147 -0.14 0.54 -0.35
H -2.3865 2.7899 -8.0519 0.00 0.07 0.27
H -3.6085 1.3167 -1.2340 -0.09 -0.92 0.05
H 0.2900 0.1620 -8.1643 -0.10 -1.11 -0.47
H 3.8547 1.7255 7.6377 -0.16 -0.01 0.80
H 4.8940 -2.8868 -6.0896 0.15 -0.65 0.47
H 0.1573 -2.0437 0.5308 0.62 0.45 -0.17
H 4.0097 1.6581 -2.5424 0.52 -0.05 -0.79
H -6.0341 -4.0461 2.9117 0.15 0.32 -0.15
H 2.2359 -0.6103 -0.6204 -0.63 -0.59 0.63
H -0.2567 2.3711 5.9407 0.09 -0.11 0.18
H -2.9989 -6.8899 2.0578 -0.15 0.45 0.14
H 1.3349 -2.6994 6.8957 0.04 -0.14 -0.02
H -4.7868 -1.0290 2.5684 0.12 -0.15 0.45
H 1.8189 2.4773 6.9148 -0.63 0.09 -0.45
H -6.3019 4.8070 0.0572 0.74 -0.63 -0.39
H -7.4225 6.6581 1.8508 -0.36 0.04 -0.49
H 0.5034 2.8168 -8.0220 0.44 -0.19 -0.47
H 7.5143 -2.4407 -3.3324 -0.04 0.62 -0.16
H -2.3871 -1.9151 4.4013 -0.10 0.06 -0.35
H -0.3723 -2.3060 -1.9265 0.02 0.14 0.03
H -1.6712 -2.7792 -6.6169 -0.03 0.31 0.20
H 0.3473 2.1999 4.3142 0.72 -0.15 0.14
H 6.0795 -3.3513 -3.3136 0.20 -0.89 -0.43
H -6.3950 -4.8972 5.0595 0.18 -0.65 0.46
H -5.9864 -2.7742 4.2244 -0.39 0.21 -0.65
H -0.3117 3.5865 -6.9100 -0.84 0.38 0.92
H 0.9177 -1.3310 10.0882 0.98 -0.33 -0.50
H 4.1678 0.7739 -1.1472 0.82 -0.67 0.18
H 1.3715 -0.5278 -2.1182 -0.74 -0.29 0.17
H -1.9903 1.3943 -9.0070 0.01 -0.34 0.03
H -1.5364 -6.4042 3.0058 0.23 -0.54 -0.73
H 1.9565 0.8564 -1.2968 -0.58 0.58 -0.01
H 5.9476 1.7662 -4.2600 -0.48 -0.27 -0.09
H 7.2420 -3.3164 -4.7857 -0.75 -0.14 -0.14
H -3.2363 -1.5727 1.9419 -0.19 0.00 -0.36
H 2.5377 -2.6896 8.1862 -0.59 0.27 0.71
H -0.8592 1.1499 4.8351 0.06 -0.46 0.20
H -2.8343 2.3369 -2.2766 0.38 -0.07 -0.75
H -3.1515 5.8434 0.1714 0.29 0.06 -0.12
```
Forces are in eV/Å.

Atomic partial charges in e from the Mulliken method, atoms 1 to 2:
1 F -0.1009
2 F 0.1361


Orbital gap per entry: 8.46, 8.84, 5.29 eV